(1)
A structure of composition C41H56N14O2Si2Ti, computed with ωB97M-V/def2-TZVPD.

Structure (XYZ):
```
116
Properties=species:S:1:pos:R:3:forces:R:3:mulliken_spin:R:1
C -2.1033 0.6472 -3.6438 0.0 0.0 0.0 0.0306
H -2.0432 -1.2144 3.4842 0.0 0.1 0.0 -0.0062
H -1.6392 1.9130 -6.6952 0.0 0.0 0.0 0.0000
C -1.3860 1.3224 -5.8078 0.0 0.0 -0.1 -0.0010
H -0.7542 0.5706 4.1902 0.0 0.0 0.0 0.0001
H -2.8629 -3.9952 -2.9229 0.0 0.0 0.0 0.0010
H 0.6718 3.5468 -4.4427 0.0 0.0 0.0 -0.0006
H 2.4475 -0.1457 -1.6770 0.1 0.0 0.0 -0.0191
C 2.7844 5.6259 3.6248 0.0 0.1 -0.1 -0.0801
H 1.5555 -1.4786 -2.8536 0.0 0.1 0.0 -0.0130
H -2.7975 3.1232 1.6393 0.0 0.0 0.0 -0.0008
H -1.5217 1.8977 1.7266 0.1 0.0 0.0 0.0007
N 2.5921 -3.1997 1.3399 -0.2 0.1 0.0 0.0073
N 3.7558 0.7974 6.4935 0.0 0.1 0.1 -0.0757
N -1.3263 3.3553 -3.8615 0.0 0.0 0.0 0.0002
H 3.7673 -4.3028 6.6684 0.0 0.0 0.0 -0.0014
H -0.0495 2.8721 -2.2654 0.0 0.0 0.0 -0.0011
C 2.8660 4.1018 1.7552 0.0 0.1 -0.1 -0.1520
H -0.5331 -3.6673 -5.3016 0.0 0.0 0.0 -0.0005
C -3.4197 -1.1447 -1.1179 0.0 -0.2 -0.1 0.0104
C 2.6347 5.3949 2.2425 0.0 0.0 0.1 0.3141
H 3.2014 4.8062 5.5518 0.0 0.0 0.0 0.0291
H -1.7780 2.5923 -1.9561 0.0 0.0 0.0 -0.0249
H -2.8371 3.4402 -5.3063 0.0 0.0 0.0 0.0000
C 3.7885 -3.5791 5.8621 0.0 0.0 0.0 -0.0319
H -3.7356 0.2374 2.6720 0.1 0.0 0.0 0.0027
C -2.6834 -2.1788 -1.8013 0.0 0.1 -0.1 0.0260
C -0.7825 -0.6638 1.7313 0.2 0.3 0.5 -0.5208
C -2.2328 2.3839 1.0605 -0.2 0.0 0.0 0.0353
H 2.7772 -1.1215 0.8580 0.0 0.0 0.0 -0.0084
H 0.4114 2.3607 0.9409 0.0 0.0 0.1 0.0190
O 3.7206 0.9579 4.2895 -0.1 0.1 0.1 0.0595
Si -0.3797 -3.0600 -2.8708 0.0 0.2 0.1 0.0149
C 3.7968 0.1328 5.3789 0.0 -0.1 -0.2 0.1411
C 3.7992 -3.0881 3.5066 0.0 0.0 0.1 -0.0375
N 1.6123 -4.1159 1.1905 0.1 -0.1 0.0 -0.0045
H 1.9737 -2.9463 -1.9634 0.0 0.0 0.0 0.0066
H 0.2299 -5.4082 -3.3912 0.0 0.0 0.0 -0.0001
C -0.8810 -2.8244 -4.6970 0.1 -0.1 0.1 -0.0001
H 1.1511 1.3517 -3.6613 0.0 0.0 0.0 -0.0015
H 0.2369 -0.8977 4.3304 0.0 0.0 0.0 -0.0047
C 3.8272 -1.7349 3.8050 0.0 -0.1 0.0 0.0643
C 0.2033 1.0017 -4.0797 0.0 0.0 0.0 0.0101
H 1.9354 -2.9523 -3.7322 0.0 0.0 0.0 0.0008
H -0.5199 3.7932 -5.7405 0.0 0.0 0.0 0.0000
N 2.2747 2.5491 -0.1023 -0.4 -0.4 0.1 0.0007
N 3.6221 2.1159 6.1947 0.0 0.0 0.0 0.0876
H 4.6310 -3.0125 1.5347 0.0 0.0 0.0 -0.0024
C -4.6099 2.1747 -0.7134 0.1 0.0 0.2 -0.0002
H -1.3368 -5.3990 -2.5742 0.0 0.0 0.0 0.0000
H 3.7285 -5.0770 4.3095 0.0 0.0 0.0 0.0097
H 3.8341 -1.0053 3.0071 0.0 0.0 0.0 0.0262
C -4.7956 -3.2894 -2.3781 -0.1 0.0 0.0 0.0037
H -0.2824 -3.8697 0.2996 0.0 0.0 0.0 0.0088
C -5.5015 -2.3181 -1.7015 -0.1 -0.1 0.0 -0.0020
C -0.2723 3.1873 -4.8623 0.0 0.1 0.0 -0.0011
C -4.4340 0.5286 1.8872 0.0 0.1 -0.1 0.0021
C 0.6713 -3.4478 0.5677 -0.1 0.0 0.0 0.0718
H -2.8812 0.7394 -2.8863 0.0 0.0 0.0 -0.0026
O 0.2627 0.0287 2.4568 0.0 -0.4 -0.1 -0.0478
H 2.1583 4.6232 -0.2080 0.0 0.0 0.1 0.0119
C 3.7729 -4.0186 4.5374 0.0 0.0 0.0 0.0804
H -5.3958 -0.5290 -0.5546 0.0 0.0 0.0 0.0009
C 1.1241 1.9489 0.2506 0.3 0.0 -0.2 0.1335
H -1.9576 -2.7323 -4.8311 -0.1 0.0 0.0 0.0004
H -0.9853 -2.4936 2.8961 0.0 0.0 0.0 -0.0274
N -1.2888 -2.0945 -1.7895 0.1 -0.3 0.0 0.0037
H -0.4175 -1.9236 -5.1072 0.0 0.0 0.0 0.0001
C 2.7869 3.8631 0.2657 0.0 0.0 -0.1 -0.0233
C 3.8116 -3.5117 2.0581 0.1 -0.1 0.0 -0.0002
H 2.6114 6.6216 4.0195 0.0 0.0 0.0 -0.0026
C 2.1901 -2.0227 0.8206 0.0 -0.1 0.0 0.0703
C -0.3458 -4.9433 -2.5837 0.0 0.1 -0.1 0.0005
C 3.3245 3.2908 4.0078 0.0 0.1 -0.1 -0.0125
H -5.0742 -0.3284 1.6781 0.0 0.0 0.0 0.0008
H -5.2586 1.5814 -1.3570 0.0 -0.1 0.0 -0.0001
C 3.8245 -1.2856 5.1276 0.0 0.1 0.1 -0.0286
C 3.2105 3.0751 2.6010 0.0 0.0 0.1 0.1920
H 2.3383 6.1925 1.5726 0.0 0.0 0.0 0.0382
C 2.1850 0.7039 -1.0705 -0.1 0.0 -0.2 0.1207
N -2.4680 1.4351 -4.8358 0.0 0.0 0.0 -0.0006
C -0.9858 2.5111 -2.7020 0.0 0.0 0.0 0.0560
H -5.2410 2.8205 -0.0948 0.0 0.0 0.0 -0.0006
C 3.8159 -2.2327 6.1619 0.0 0.0 0.0 0.0450
H -3.3662 2.9252 -3.6857 0.0 0.0 0.0 -0.0001
H 3.7728 3.9013 -0.2000 0.0 0.1 0.0 -0.0024
N -0.8376 1.1107 -3.0696 0.1 0.0 0.0 -0.0276
H -5.2999 -4.1198 -2.8601 0.0 0.0 0.0 0.0004
N 2.9636 1.7530 -0.9495 0.0 0.1 0.1 -0.0073
H -1.2820 0.2740 -6.0987 0.0 0.0 0.0 -0.0002
N 1.0242 0.7747 -0.3675 0.5 0.6 0.2 -0.1985
H -4.0187 2.8307 -1.3587 0.0 0.0 0.0 -0.0004
H -1.6954 2.9278 0.2822 0.0 0.0 -0.1 0.0014
C 0.1762 0.0894 3.8559 0.0 0.1 0.1 0.0078
H -5.0578 1.3429 2.2688 0.0 0.0 0.0 -0.0005
C 3.5731 2.2089 4.8624 0.0 -0.2 0.0 0.1703
C -2.5740 2.8342 -4.4322 -0.1 0.1 0.0 0.0006
C 3.1184 4.6180 4.4893 0.0 -0.1 0.0 0.1334
C -1.5799 -1.6169 2.5712 -0.1 -0.2 -0.1 0.0762
Ti -0.6033 -0.6791 -0.2540 -0.9 0.0 -0.2 1.3701
C -3.4014 -3.2025 -2.4161 0.0 -0.1 -0.1 0.0055
H -6.5841 -2.3592 -1.6353 0.0 0.0 0.0 0.0000
N -0.0992 1.7959 -5.2841 0.0 0.0 0.0 0.0002
H 0.1486 -5.1988 -1.6467 0.0 0.0 0.1 0.0004
H 0.3092 -0.0452 -4.3695 0.0 0.0 0.0 0.0036
C -4.8150 -1.2730 -1.0850 -0.1 0.1 0.0 -0.0025
N -2.7002 -0.1328 -0.5317 -0.1 0.2 0.1 -0.0087
H 3.8111 -1.8911 7.1882 0.0 0.0 0.0 0.0046
H 1.0145 0.6921 4.2053 0.1 0.0 0.0 0.0022
Si -3.4461 1.1134 0.3784 0.1 -0.1 -0.2 -0.0514
H -2.0095 -0.4063 -3.9084 0.0 0.0 0.0 -0.0058
H -2.3941 -2.0116 1.9521 0.0 0.0 0.0 -0.0168
H 3.9558 -4.5875 1.9649 0.0 0.0 0.0 -0.0006
N 0.9781 -2.1482 0.3077 0.4 0.0 0.1 -0.1295
H 3.3537 2.0782 2.2066 0.0 0.0 0.0 0.0396
C 1.4454 -2.5614 -2.8351 -0.1 -0.1 -0.1 0.0346
```
Positions in Å, forces in eV/Å.

Output
relative energy (zero: lowest compared OMol25 entry of this formula, charge and spin)	3.3	kJ/mol
LUMO (alpha / beta)	4.12 / 4.11	eV
net charge	-2
2S+1	3
orbital gap (alpha / beta)	4.0 / 4.2	eV
E_HOMO (alpha / beta)	0.0820 / -0.1017	eV
largest force on an atom	1.0	eV/Å



(2)
A structure of composition C56H45CsFGeOP3S2 at a distorted geometry, computed with ωB97M-V/def2-TZVPD.

Structure (XYZ):
```
110
Properties=species:S:1:pos:R:3:forces:R:3:mulliken_charge:R:1
C 1.9840 -4.2037 1.5539 0.0 0.0 0.0 -1.1528
C 4.0104 -1.0575 -5.0607 0.0 0.0 0.0 -0.6122
C 2.3562 0.2045 2.7954 0.0 0.0 0.0 -0.0746
C -0.9804 3.6689 2.1187 0.1 0.0 0.1 -1.1817
C -2.1338 -4.3465 0.2757 -0.1 0.0 -0.1 -0.3000
C -4.0212 1.0009 1.1743 0.0 0.0 0.0 -0.6712
H -1.4178 -1.5023 6.1258 0.0 0.0 0.0 0.3888
H 3.4653 3.4477 4.5524 0.0 0.0 0.0 0.4275
H 0.0751 -3.5150 2.1854 0.0 0.0 0.0 0.5798
H -0.4263 8.6706 -2.6424 -0.1 0.0 0.0 0.3296
C -0.9660 -0.6858 -4.7026 0.0 0.1 0.0 -0.8653
C 0.3791 7.9491 -2.7599 0.0 -0.1 0.0 -0.7725
H -4.0176 3.1497 1.2439 0.0 0.0 0.0 0.3401
C 3.0008 -4.0790 0.6177 0.0 0.0 0.0 -1.0597
C -0.4885 -1.9466 -5.0188 0.0 0.0 0.0 -0.3958
H 4.1801 -2.7007 -6.4343 0.0 0.0 0.0 0.3937
C 1.8719 2.4399 3.5265 0.0 0.0 0.0 -0.6400
C 3.2184 0.1460 -0.7868 0.0 0.1 -0.1 1.1904
C -2.0750 -2.8958 -3.4727 0.0 0.0 0.0 -0.1459
C -0.8187 -0.3918 2.9696 -0.2 -0.1 0.0 -0.4208
H 6.5659 0.1811 -0.2136 0.0 0.0 0.0 0.4304
C -4.0088 1.2671 -1.5804 0.0 0.0 0.0 -0.5228
C 3.8924 2.1648 0.3877 0.0 0.0 0.0 -0.5465
Ge -1.1089 -1.7282 0.3537 -0.1 -0.3 0.0 -0.7670
H -4.0080 -1.1055 0.8305 0.0 0.0 0.0 0.6622
H -5.4571 -3.8124 -1.5501 0.0 0.0 0.0 0.3638
C 1.4588 1.2729 2.8936 0.0 -0.1 0.0 0.0007
C -0.5661 6.3578 -1.2437 -0.3 0.2 0.0 -0.3666
C 0.8530 -3.4119 1.4375 0.2 0.0 -0.1 0.0672
C -2.4181 -3.0761 -0.2306 0.0 -0.1 -0.1 1.1452
Cs -0.2586 1.8691 -1.3344 -0.2 1.4 -1.2 1.8488
C 3.4755 -0.6108 -3.8600 0.0 0.0 -0.1 -0.8970
C -1.4501 -1.4640 5.0433 0.0 0.0 0.0 -0.8258
H -2.7390 -3.1740 4.8600 0.0 0.0 0.0 0.4200
H 2.7366 -4.1922 -5.0829 0.0 0.0 0.0 0.4089
P -0.1656 1.0501 2.0508 0.3 0.1 0.7 1.6387
F -1.1109 -0.3483 -0.7391 -0.8 -1.6 0.6 -0.2039
C -1.7440 4.7754 2.4660 0.0 0.0 0.0 -0.7598
H -0.6957 -4.0496 -4.6383 0.0 0.0 0.0 0.4395
H -0.2187 3.7873 1.3572 0.0 0.1 -0.1 0.9734
H 2.0540 -0.7068 2.2864 0.0 0.0 0.0 0.1652
H -1.5716 5.7181 1.9552 0.0 -0.1 0.0 0.1635
H 1.1961 8.2369 -2.1026 0.0 0.0 0.1 0.3350
H 5.0336 1.5408 4.3814 -0.1 0.0 0.0 0.3973
C 4.0352 1.4639 3.9658 0.0 0.0 0.0 -0.6358
C -0.7824 -0.4572 4.3634 0.0 0.0 -0.1 -0.3924
C -2.1914 -2.3782 2.9450 0.1 0.2 0.1 0.1832
C -4.5284 -3.9617 -1.0103 0.0 0.0 0.0 -0.4270
C -2.5575 -1.6260 -3.1332 0.0 0.0 -0.1 0.7936
H -1.1910 -4.5312 0.7730 0.0 0.0 0.0 0.4421
P 1.8394 -0.7987 -1.5829 0.4 -0.3 0.0 1.3324
H -2.7633 -6.3811 0.5554 0.0 0.0 0.0 0.4454
C -1.9902 -0.5318 -3.7753 0.1 0.1 -0.1 -0.2714
C 3.6303 0.2940 3.3313 0.0 0.0 0.0 -0.6772
H 0.3130 -2.0649 -5.7369 0.0 0.0 0.0 0.4471
H -3.3466 5.4968 3.6954 0.0 0.0 0.0 0.3888
C -1.4841 -1.3922 2.2477 -0.1 0.1 0.1 -0.0912
H -3.7404 3.2970 4.7693 0.0 0.0 0.0 0.3836
C -1.0515 -3.0530 -4.3989 -0.1 0.0 0.1 -0.7496
C 1.7881 -2.2788 -0.4787 -0.1 0.0 0.1 -0.2175
O -0.0734 6.6259 -2.4703 0.1 0.0 0.0 -0.2989
H -4.0665 3.3868 -1.2160 0.1 0.0 0.0 0.4104
C 5.2075 1.7360 0.3873 0.0 -0.1 0.0 -0.7285
C -4.0150 2.2687 0.6123 0.0 0.0 0.0 -0.0664
C 2.9486 -3.1858 -4.7421 0.0 0.0 0.0 -0.7041
S -1.1333 4.7484 -1.0980 -0.1 0.9 -0.1 0.0132
C -3.0269 -5.4085 0.1576 0.0 0.0 0.0 -0.7658
H 4.8391 -1.1901 -1.2704 0.0 0.0 0.0 0.2451
H 5.9790 2.3475 0.8399 0.0 0.0 0.0 0.4211
H 2.0666 -4.9161 2.3670 0.0 0.0 0.0 0.4353
H 1.7682 -3.3919 -2.9667 0.0 0.0 0.0 0.4665
C -3.6307 -2.8964 -0.9310 0.0 -0.1 0.0 0.7339
H 4.6337 -0.3973 -5.6512 0.0 0.0 0.0 0.4290
H 3.6898 0.3962 -3.5232 0.0 0.0 0.0 0.4946
H 1.1950 3.2818 3.6114 0.0 0.0 0.0 0.4669
C -3.9358 -0.0139 -1.0225 -0.1 0.0 0.0 0.2943
C -1.1882 2.4248 2.7113 0.0 0.0 0.0 1.2624
H -4.9590 -6.0174 -0.5486 0.0 0.0 0.0 0.3865
H 3.8797 -4.7103 0.6744 0.0 0.0 0.0 0.4429
C 3.1567 2.5330 4.0597 0.0 0.0 0.0 -0.7166
H -4.0508 0.8845 2.2498 0.0 0.0 0.0 0.4350
C -2.1945 2.3050 3.6706 0.0 0.0 0.0 -0.7851
H -2.3486 0.4657 -3.5690 -0.1 0.1 0.0 0.3812
H 3.6221 3.1078 0.8464 0.0 0.0 0.0 0.5407
H -0.5464 0.1888 -5.1858 0.0 0.0 0.0 0.4569
C -2.7363 4.6428 3.4263 0.0 0.0 0.0 -0.7814
H -2.7402 -3.1407 2.4085 0.0 0.0 0.0 0.4066
P -4.0623 -1.5136 -2.0657 0.0 0.0 0.0 -0.5118
C 5.5359 0.5172 -0.2015 0.0 0.0 0.0 -0.8236
S -0.6392 7.5424 -0.0681 0.1 -0.2 0.0 -0.3867
C 3.7528 -2.3489 -5.5031 0.0 0.0 0.0 -0.5975
C 0.7075 -2.4755 0.3993 0.1 -0.1 0.1 -0.4912
C 2.4060 -2.7341 -3.5460 0.0 0.0 0.0 -0.6383
H -4.0859 1.3869 -2.6547 0.0 0.0 0.0 0.5074
C 4.5535 -0.2639 -0.7879 0.0 0.0 0.0 -0.0684
H -0.2374 0.3025 4.9138 0.0 0.0 0.0 0.5234
H 4.3123 -0.5444 3.2448 0.0 0.0 0.0 0.4810
H 3.7176 -3.0057 -1.0761 0.0 0.0 0.0 0.4723
C -4.0287 2.3997 -0.7710 0.0 -0.1 -0.1 -0.8695
C 2.6735 -1.4469 -3.0832 0.0 -0.1 0.1 0.1830
C -4.2448 -5.2081 -0.4613 0.0 0.0 0.0 -1.0881
H 1.8891 1.7110 -0.1737 0.4 0.0 0.3 -2.8842
C -2.9592 3.4079 4.0265 0.0 0.0 0.0 -0.6191
C 2.9028 -3.1159 -0.3718 0.0 0.0 0.0 0.3322
C 2.9114 1.3690 -0.1930 0.2 0.0 0.0 1.7162
H -2.5023 -3.7801 -3.0156 0.0 0.0 0.0 0.3496
H 0.7127 7.9148 -3.7947 0.0 0.0 0.0 0.2132
C -3.9854 -0.1276 0.3663 0.0 0.1 0.0 -0.0003
H -2.4054 1.3525 4.1365 0.0 0.0 0.0 0.3701
C -2.1846 -2.4054 4.3334 0.0 0.0 0.0 -0.9272
```
Positions in Å, forces in eV/Å.

Output
LUMO	0.09	eV
orbital gap	6.6	eV
E_HOMO	-6.4746	eV
largest force on an atom	1.9	eV/Å



(3)
A cluster of 2 separate species, C3H8O2S in total at a distorted geometry, computed with ωB97M-V/def2-TZVPD.

Structure (XYZ):
```
14
Properties=species:S:1:pos:R:3:forces:R:3:mulliken_charge:R:1
H 1.9010 2.9104 -6.5069 -0.1 0.0 0.0 0.3207
H -0.1026 -2.4570 2.3990 0.0 -0.4 0.4 0.3447
H -0.8964 -2.5345 0.7883 0.0 -0.4 0.3 0.3616
H 1.3309 4.1508 -5.8249 -0.2 -0.6 -0.2 0.3233
C -0.3339 0.2986 2.6445 -0.3 -0.7 0.1 -0.0177
H 0.7493 -1.6775 -0.5507 0.1 0.1 -0.4 0.1196
H -0.1786 1.2987 2.2503 0.1 0.6 -0.2 0.3413
O 0.1258 -0.0157 3.7095 0.1 0.0 0.1 -0.4671
H -1.4211 -0.1779 0.8648 -0.4 -0.1 0.2 0.2738
C -1.1648 -0.6696 1.8070 1.2 0.1 0.0 -0.2828
H -2.0010 -0.9524 2.4384 -0.5 0.1 -0.2 0.2701
O 1.0737 3.2797 -6.1807 0.3 0.6 0.2 -0.6440
S 1.2595 -1.5220 0.6635 -0.3 -0.2 0.4 -0.1922
C -0.3418 -1.9315 1.4981 0.1 1.0 -0.7 -0.7513
```
Positions in Å, forces in eV/Å.

Output
relative energy (zero: lowest compared OMol25 entry of this formula, charge and spin)	97.6	kJ/mol
LUMO	0.74	eV
orbital gap	10.1	eV
structure (SMILES)	O=CCCS.O
E_HOMO	-9.3366	eV
largest force on an atom	1.2	eV/Å